Formula: F18Li5N9O36S18
Source: the OMol25 dataset
Level of theory: ωB97M-V/def2-TZVPD

```
86
Properties=species:S:1:pos:R:3:mulliken_spin:R:1
Li 17.45598 3.07091 -12.25236 0.00
Li 16.50487 6.91848 -14.29732 0.00
Li 14.40645 7.13464 -12.09664 0.00
Li 12.86292 2.76199 -16.47276 0.00
Li 15.93946 0.96881 -12.83662 0.00
N 12.75874 7.59249 -10.99472 0.00
S 11.16344 7.49383 -11.78439 0.00
O 10.13525 8.18911 -11.02905 0.00
O 10.89992 6.40314 -12.75640 0.00
F 11.56045 8.69808 -12.73195 0.00
S 12.22590 6.77089 -9.79123 0.00
O 11.73589 5.43018 -10.02012 0.00
O 11.66276 7.57231 -8.70060 0.00
F 13.68402 6.53589 -9.09977 0.00
N 9.02900 0.63893 -9.48187 0.66
S 10.20461 1.46352 -10.17800 -0.07
O 9.91128 2.49740 -11.07551 0.11
O 11.44335 0.76546 -10.27225 0.21
F 10.53312 2.32239 -8.88297 0.00
S 8.44729 0.12626 -11.01381 -0.04
O 9.38293 -0.67477 -11.80130 0.05
O 7.51940 1.04280 -11.66600 0.07
F 7.42353 -0.94312 -10.39992 0.00
N 18.38609 6.60259 -14.18409 0.00
S 19.55562 7.57548 -14.41697 0.00
O 19.96492 7.70219 -15.82442 0.00
O 20.48153 7.81885 -13.27365 0.00
F 18.64058 8.88177 -14.36451 0.00
S 19.28472 5.15022 -14.44566 0.00
O 18.88954 4.04062 -13.51362 0.00
O 20.68353 5.19968 -14.83593 0.00
F 18.59618 4.66946 -15.79339 0.00
N 15.88725 6.15639 -19.02532 0.00
S 16.83284 6.55841 -17.92202 0.00
O 18.23515 6.53172 -18.30448 0.00
O 16.40975 6.49072 -16.49132 0.00
F 16.53353 8.09498 -18.13438 0.00
S 16.08197 4.48434 -18.65775 0.00
O 15.64357 4.03289 -17.33877 0.00
O 17.39313 3.97793 -19.23291 0.00
F 14.94846 3.73528 -19.59669 0.00
N 17.80973 1.21921 -12.17022 0.00
S 18.61855 0.85531 -10.81104 0.00
O 19.43055 1.88548 -10.22727 0.00
O 18.90529 -0.53597 -10.52462 0.00
F 17.23841 0.94830 -9.88433 0.00
S 19.07986 0.46273 -13.08869 0.00
O 18.87487 -0.92323 -13.49843 0.00
O 20.39612 0.98848 -12.82443 0.00
F 18.79629 1.13508 -14.54767 0.00
N 12.10693 4.22799 -17.43016 0.00
S 12.01508 4.71672 -19.01837 0.00
O 13.14947 5.43971 -19.59615 0.00
O 10.64824 5.04722 -19.43457 0.00
F 12.27194 3.26100 -19.65048 0.00
S 12.06587 5.61620 -16.92310 0.00
O 10.68555 6.13506 -16.82810 0.00
O 13.22040 6.48151 -17.19586 0.00
F 12.34810 5.18115 -15.34313 0.00
N 15.55972 2.89511 -12.78959 0.00
S 14.08831 3.51744 -12.03899 0.00
O 12.99514 2.58746 -12.00655 0.00
O 13.84165 4.96944 -12.02537 0.00
F 14.69698 3.32168 -10.54615 0.00
S 15.26721 3.67713 -14.07039 0.00
O 15.56703 5.09649 -14.07447 0.00
O 14.15465 3.26506 -14.94755 0.00
F 16.55387 3.09279 -14.89000 0.00
N 11.28787 1.69129 -15.94993 0.00
S 10.95736 0.01864 -16.35377 0.00
O 9.61343 -0.49381 -16.14816 0.00
O 12.07698 -0.92356 -16.48368 0.00
F 10.84503 0.45019 -17.95898 0.00
S 11.14203 1.25284 -14.50886 0.00
O 12.22500 0.40839 -13.92684 0.00
O 9.84306 1.23271 -13.89327 0.00
F 11.63310 2.79521 -14.13255 0.00
N 15.44038 -1.20920 -16.86193 0.00
S 14.91869 0.31461 -17.64369 0.00
O 15.80324 0.94599 -18.59472 0.00
O 14.12559 1.16338 -16.82638 0.00
F 13.76283 -0.36565 -18.44171 0.00
S 16.47642 -0.46379 -16.05359 0.00
O 16.07916 0.31350 -14.89190 0.00
O 17.62435 -0.01546 -16.79580 0.00
F 16.96828 -1.85131 -15.38321 0.00
```

Its LUMO energy (alpha / beta) is 2.721 / -0.657 eV. Its HOMO energy (alpha / beta) is -3.60 / -3.60 eV. Its spin multiplicity is 2. The total charge is -3. As for the expectation value of S²: 0.76. For the HOMO-LUMO gap (alpha / beta), the calculation gives 0.2322 / 0.1081 hartree.

---

Formula: F2FeH30O17P
Source: the OMol25 dataset
Level of theory: ωB97M-V/def2-TZVPD

```
51
Properties=species:S:1:pos:R:3:mulliken_spin:R:1
Fe 0.85642 -2.52066 0.04501 4.04
O 0.11145 -0.88835 -0.06553 0.04
P 0.93323 0.53935 -0.01144 0.33
O 1.55689 -0.84984 0.23195 0.23
F -0.25560 0.89664 1.06656 0.07
F -0.06299 0.81730 -1.17964 0.06
O 1.98366 -3.16451 1.69465 0.04
H 1.67266 -3.75361 2.40062 0.00
H 2.90845 -2.88016 1.96581 0.00
O 1.91853 -0.49542 -2.96777 0.00
H 1.34921 -0.13047 -3.64300 0.00
H 2.73972 0.04789 -3.00415 0.00
O -2.81011 2.01569 -1.21442 0.00
H -3.55057 1.62521 -1.68128 0.00
H -3.14656 2.79498 -0.83284 0.00
O 1.84991 1.19092 2.94333 0.00
H 2.46285 1.18571 3.62060 0.00
H 1.26749 1.79850 3.39307 0.00
O 2.29311 2.32966 -2.04889 0.01
H 2.86963 3.00371 -1.65866 0.00
H 2.23479 2.49173 -2.93495 0.00
O -0.79196 -3.02327 1.18609 0.06
H -0.95310 -2.54680 1.95128 0.00
H -1.40053 -3.77341 1.23264 0.00
O -0.21899 -2.87832 -1.79154 0.05
H 0.28024 -3.12082 -2.57190 0.00
H -0.81176 -2.17032 -2.13520 0.00
O 0.51150 -1.05767 2.96526 0.01
H 1.09725 -0.27886 3.02489 0.00
H -0.41096 -0.76893 2.95808 0.00
O 0.63939 3.49994 0.24881 0.01
H 1.14913 3.95884 0.93774 0.00
H 0.34429 4.17006 -0.36426 0.00
O -2.01647 2.54743 2.24575 0.00
H -2.90675 2.62959 1.92049 0.00
H -1.59502 1.83612 1.80348 0.00
O -2.38641 -0.23923 0.23963 0.00
H -2.52567 0.48283 -0.39514 0.00
H -1.42247 -0.35394 0.27478 0.00
O -1.72002 -0.76629 -2.53134 0.00
H -2.57934 -0.34876 -2.41658 0.00
H -1.02741 -0.20672 -2.17672 0.00
O -0.57071 3.38045 -2.39938 0.00
H 0.20661 2.78299 -2.35171 0.00
H -1.28212 2.95882 -1.91974 0.00
O 2.54730 -2.95890 -1.13154 0.04
H 3.29760 -2.35283 -1.18897 0.00
H 2.82114 -3.85382 -1.41047 0.00
O -2.21895 -1.06463 2.74712 0.00
H -2.42330 -0.76672 1.86473 0.00
H -2.81467 -1.77111 3.06469 0.00
```

Its LUMO energy (alpha / beta) is -7.284 / -9.849 eV. Its HOMO energy (alpha / beta) is -15.66 / -15.65 eV. Its spin multiplicity is 6. The total charge is +2. As for the expectation value of S²: 8.78. For the HOMO-LUMO gap (alpha / beta), the calculation gives 0.3079 / 0.2133 hartree. The calculation puts the energy above the lowest of the compared OMol25 structures with the same formula, charge and spin at 2.57 kJ/mol.

---

Formula: F2FeHNO4S2
Source: the OMol25 dataset
Level of theory: ωB97M-V/def2-TZVPD

```
11
Properties=species:S:1:pos:R:3:mulliken_spin:R:1
O -0.98945 -0.94415 1.77685 0.05
S -0.12052 -1.34254 0.52886 -0.03
O -0.97903 -1.99072 -0.61616 0.12
F 0.90920 -2.63581 1.10026 0.00
N 0.95230 -0.07889 -0.01876 -0.01
S 0.11279 1.38715 -0.46048 -0.03
O 1.09749 2.57733 -0.13940 0.01
O -0.20373 1.51565 -1.98057 0.07
F -1.31925 1.70417 0.42781 0.01
H 1.74206 0.10403 0.67042 0.00
Fe -1.20186 -0.29622 -1.28883 3.81
```

Its LUMO energy (alpha / beta) is -12.919 / -13.894 eV. Its HOMO energy (alpha / beta) is -21.86 / -21.85 eV. Its spin multiplicity is 5. The total charge is +2. As for the expectation value of S²: 6.01. For the HOMO-LUMO gap (alpha / beta), the calculation gives 0.3286 / 0.2925 hartree.

---

Formula: F2H2N2
Source: the OMol25 dataset
Level of theory: ωB97M-V/def2-TZVPD

```
6
Properties=species:S:1:pos:R:3:lowdin_charge:R:1
F 1.37044 -0.72797 0.04435 -0.15
N 0.84045 0.53481 -0.26826 0.06
N -0.76597 0.45384 0.41925 0.04
F -1.32245 -0.61608 -0.21692 -0.13
H 0.52758 0.38951 -1.26468 0.10
H -0.65005 -0.03411 1.28626 0.08
```

As for the structure (SMILES): FNNF. Its LUMO energy is 1.146 eV. Its HOMO energy is -10.93 eV. For the HOMO-LUMO gap, the calculation gives 0.4439 hartree. The calculation puts the energy above the lowest of the compared OMol25 structures with the same formula, charge and spin at 269.28 kJ/mol.

---

| no. | E (eV) |
| --- | --- |
| 1 | -332084.87615 |
| 2 | -84386.28972 |
| 3 | -71158.71071 |
| 4 | -8441.94543 |